Entry from the Open Molecules 2025 dataset: a structure of composition C24H23AsN2O6RhS3 at a distorted geometry (ωB97M-V/def2-TZVPD).

The calculation puts the largest force on an atom at 1.20 eV/A. Its lowest unoccupied orbital energy is -5.00 eV. The charge is +1. The multiplicity is 1.

```
60
Properties=species:S:1:pos:R:3:nbo_charge:R:1
Rh -1.963 1.650 -0.059 1.037
O -3.611 4.308 -3.421 -1.012
As -3.739 2.845 -2.473 2.428
O -3.758 1.513 -3.387 -1.108
O -2.382 3.012 -1.436 -1.092
C -5.278 3.284 -1.391 -0.427
C -6.172 4.209 -1.907 -0.171
C -7.322 4.556 -1.206 -0.161
C -7.596 3.976 0.019 -0.192
C -6.716 3.045 0.551 -0.178
C -5.567 2.713 -0.153 -0.278
S -4.493 1.585 0.663 2.352
O -5.239 0.805 1.578 -0.861
O -3.681 0.825 -0.398 -0.792
O -3.356 2.357 1.266 -0.888
H -3.312 4.064 -4.307 0.507
H -5.967 4.667 -2.865 0.250
H -8.005 5.281 -1.629 0.233
H -8.493 4.239 0.563 0.235
H -6.920 2.574 1.502 0.250
S -1.219 0.052 1.481 0.079
C 0.201 -0.538 0.804 0.089
N 1.003 -1.353 1.467 -0.324
C 2.335 -1.654 0.940 -0.243
C 2.209 -1.943 -0.526 -0.239
N 1.573 -0.804 -1.191 -0.303
C 2.065 -0.519 -2.558 -0.263
C 3.505 -0.084 -2.515 0.010
C 4.502 -0.875 -3.070 -0.238
C 5.828 -0.468 -3.014 -0.193
C 6.159 0.729 -2.399 -0.192
C 5.164 1.526 -1.845 -0.181
C 3.841 1.123 -1.905 -0.245
C 0.608 -0.133 -0.618 0.141
S -0.200 1.145 -1.419 0.079
C 0.657 -1.724 2.866 -0.265
C 1.425 -2.908 3.371 0.003
C 1.135 -4.179 2.877 -0.241
C 1.837 -5.281 3.335 -0.193
C 2.824 -5.122 4.301 -0.188
C 3.106 -3.862 4.806 -0.192
C 2.408 -2.756 4.340 -0.228
H 2.729 -2.517 1.470 0.266
H 2.995 -0.800 1.122 0.225
H 1.594 -2.829 -0.705 0.230
H 3.186 -2.087 -0.982 0.257
H 1.427 0.244 -2.995 0.255
H 1.936 -1.439 -3.132 0.233
H 4.243 -1.808 -3.558 0.219
H 6.600 -1.084 -3.454 0.230
H 7.191 1.049 -2.357 0.230
H 5.421 2.467 -1.378 0.227
H 3.064 1.757 -1.492 0.217
H -0.413 -1.933 2.875 0.245
H 0.818 -0.836 3.485 0.233
H 0.348 -4.306 2.142 0.217
H 1.605 -6.266 2.954 0.229
H 3.365 -5.984 4.666 0.230
H 3.865 -3.739 5.566 0.230
H 2.627 -1.772 4.738 0.220
```

---

Entry from the Open Molecules 2025 dataset: a cluster of 4 separate species, C24H23B3F9N4O9PS in total at a distorted geometry (ωB97M-V/def2-TZVPD).

The calculation puts the largest force on an atom at 1.46 eV/A. Its lowest unoccupied orbital energy is -0.69 eV. The value obtained for the energy above the lowest of the compared OMol25 structures with the same formula, charge and spin is 0.0 kJ/mol. The multiplicity is 1.

```
74
Properties=species:S:1:pos:R:3:mulliken_charge:R:1
N 1.722 -3.878 -1.454 -0.460
B 1.768 -2.642 -0.777 0.357
O 0.968 -1.545 -1.128 -0.620
B 0.495 -0.912 0.006 0.694
C -0.053 0.552 0.052 -1.021
C -1.242 0.889 -0.863 -0.574
C -2.399 -0.077 -0.865 0.989
F -3.424 0.452 -1.637 -0.333
F -2.030 -1.279 -1.452 -0.310
C -3.047 -0.391 0.513 0.402
F -2.099 -0.588 1.463 -0.202
F -3.780 0.709 0.876 -0.359
C -3.982 -1.643 0.536 0.588
F -4.642 -1.777 -0.645 -0.280
F -4.903 -1.456 1.536 -0.291
C -3.244 -2.986 0.866 0.600
F -3.977 -4.025 0.373 -0.268
F -2.014 -3.020 0.305 -0.219
F -3.116 -3.126 2.209 -0.250
O 0.623 -1.633 1.212 0.025
B 1.923 -2.030 1.404 0.316
P 2.706 -1.879 3.181 -0.003
S 1.420 -1.113 4.454 -0.449
O 2.631 -2.479 0.325 -0.367
H 1.747 -4.703 -0.883 0.235
H 1.027 -3.949 -2.176 0.191
H 0.764 1.204 -0.264 0.563
H -0.271 0.824 1.078 0.308
H -1.637 1.871 -0.623 0.547
H -0.913 0.944 -1.896 0.056
H 3.159 -3.161 3.525 0.057
H 3.892 -1.135 3.086 0.095
O 4.111 -0.521 6.682 -0.574
N 3.861 -1.660 6.989 1.059
O 4.126 -2.630 6.311 -0.618
C 3.184 -1.891 8.272 0.139
C 2.834 -0.800 9.043 -0.381
C 2.184 -1.021 10.246 -0.419
C 1.897 -2.316 10.657 -0.417
C 2.262 -3.397 9.865 -0.432
C 2.910 -3.188 8.660 -0.339
H 3.060 0.200 8.709 0.445
H 1.898 -0.180 10.862 0.368
H 1.386 -2.483 11.595 0.374
H 2.038 -4.404 10.185 0.366
H 3.196 -4.017 8.032 0.436
O 3.550 1.004 -1.684 -0.619
N 3.591 1.907 -2.490 1.085
O 4.333 2.857 -2.421 -0.616
C 2.659 1.847 -3.627 -0.148
C 1.788 0.780 -3.710 -0.099
C 0.891 0.733 -4.764 -0.446
C 0.891 1.740 -5.721 -0.542
C 1.784 2.799 -5.621 -0.460
C 2.676 2.861 -4.564 -0.501
H 1.802 -0.004 -2.967 0.566
H 0.199 -0.094 -4.842 0.444
H 0.193 1.699 -6.546 0.456
H 1.782 3.582 -6.365 0.401
H 3.370 3.682 -4.469 0.482
O -1.831 3.103 -2.955 -0.648
N -1.855 3.859 -3.900 1.144
O -1.175 4.850 -4.005 -0.615
C -2.784 3.538 -4.991 -0.099
C -3.587 2.419 -4.869 -0.229
C -4.464 2.121 -5.899 -0.586
C -4.523 2.935 -7.022 -0.441
C -3.704 4.052 -7.122 -0.463
C -2.824 4.362 -6.099 -0.445
H -3.529 1.796 -3.989 0.666
H -5.102 1.253 -5.822 0.411
H -5.212 2.700 -7.822 0.388
H -3.751 4.684 -7.997 0.394
H -2.182 5.227 -6.161 0.493
```

---

Entry from the Open Molecules 2025 dataset: a structure of composition C24H23BrCl3GeN2O2TeZr (ωB97M-V/def2-TZVPD).

The calculation puts the largest force on an atom at 0.15 eV/A. The expectation value of S² is 0.772. Its lowest unoccupied orbital energy (spin up / spin down) is -6.89 / -8.56 eV. The charge is +2. The value obtained for the energy above the lowest of the compared OMol25 structures with the same formula, charge and spin is 0.0 kJ/mol. The multiplicity is 2.

```
58
Properties=species:S:1:pos:R:3:nbo_charge:R:1
Zr 0.082 0.854 0.552 1.834
C -0.352 -3.772 -0.449 -0.655
C -0.358 -2.724 0.620 0.082
C -1.561 -2.290 1.183 -0.187
C -1.585 -1.306 2.157 -0.152
C -0.387 -0.760 2.637 -0.303
C 0.829 -1.223 2.120 -0.289
C 0.834 -2.162 1.088 -0.211
H -0.639 -4.737 -0.026 0.264
H 0.633 -3.885 -0.898 0.229
H -1.074 -3.533 -1.231 0.240
H -2.493 -2.722 0.838 0.248
H -2.528 -0.964 2.563 0.256
H -0.404 -0.067 3.468 0.257
H 1.768 -0.883 2.533 0.270
H 1.782 -2.505 0.690 0.251
Te 1.544 -0.651 -2.191 0.475
C 3.600 -0.883 -2.416 -0.346
C 4.042 -1.706 -3.457 -0.149
C 5.400 -1.908 -3.629 -0.216
C 6.307 -1.298 -2.771 -0.142
C 5.862 -0.483 -1.736 -0.187
C 4.508 -0.267 -1.554 -0.225
H 3.334 -2.180 -4.125 0.222
H 5.751 -2.540 -4.433 0.242
H 7.368 -1.456 -2.911 0.240
H 6.575 -0.009 -1.074 0.237
H 4.163 0.377 -0.759 0.232
Br -7.442 1.125 -0.492 0.135
C -5.872 0.339 -1.164 -0.088
C -5.942 -0.558 -2.225 -0.159
C -4.786 -1.144 -2.727 -0.199
C -3.557 -0.840 -2.174 -0.156
C -3.497 0.061 -1.109 -0.162
C -4.653 0.657 -0.598 -0.188
C -2.221 0.390 -0.509 0.819
O -2.087 1.206 0.461 -0.743
O -1.114 -0.154 -0.905 -0.802
H -6.904 -0.795 -2.659 0.252
H -4.857 -1.836 -3.555 0.243
H -2.648 -1.283 -2.558 0.230
H -4.590 1.353 0.226 0.248
Cl 3.291 2.896 -2.209 -0.379
Ge 1.502 1.966 -2.900 0.963
Cl 2.381 1.367 0.923 -0.425
Cl 0.034 2.773 -1.195 -0.355
C 1.309 2.059 4.009 -0.673
C 0.296 2.814 3.224 0.446
N -0.330 2.470 2.090 -0.655
C -1.240 3.493 1.816 -0.066
C -1.154 4.434 2.777 -0.049
N -0.186 3.986 3.647 -0.476
H 1.690 1.208 3.457 0.242
H 0.874 1.713 4.948 0.254
H 2.158 2.699 4.247 0.267
H -1.889 3.467 0.961 0.254
H -1.678 5.362 2.917 0.257
H 0.112 4.456 4.489 0.447
```

---

Entry from the Open Molecules 2025 dataset: a structure of composition C24H23BrI2N3O2Pd at a distorted geometry (ωB97M-V/def2-TZVPD).

The calculation puts the largest force on an atom at 1.21 eV/A. Its lowest unoccupied orbital energy is -3.52 eV. The charge is +1. The value obtained for the energy above the lowest of the compared OMol25 structures with the same formula, charge and spin is 0.0 kJ/mol. The multiplicity is 1.

```
56
Properties=species:S:1:pos:R:3:nbo_charge:R:1
Pd 0.562 0.224 -0.224 0.727
I 0.208 0.486 2.463 0.290
C 2.280 0.766 2.585 -0.113
C 2.825 1.022 3.805 -0.237
C 4.224 1.189 3.911 -0.195
C 5.012 1.060 2.807 -0.184
C 4.453 0.776 1.536 0.030
C 5.273 0.619 0.389 -0.208
C 4.727 0.383 -0.836 -0.183
C 3.322 0.293 -0.982 -0.287
C 2.510 0.428 0.100 -0.033
C 3.042 0.650 1.401 -0.215
H 2.202 1.088 4.687 0.235
H 4.656 1.414 4.877 0.232
H 6.087 1.174 2.882 0.225
H 6.348 0.683 0.507 0.226
H 5.359 0.254 -1.705 0.228
H 2.901 0.114 -1.965 0.230
C 0.848 1.466 -3.654 -0.733
C 0.227 0.109 -3.493 0.641
C -0.291 -0.571 -4.725 -0.718
O 0.164 -0.449 -2.411 -0.601
H 1.777 1.366 -4.222 0.249
H 1.065 1.903 -2.682 0.236
H 0.189 2.122 -4.225 0.243
H -0.982 0.082 -5.259 0.240
H -0.783 -1.503 -4.462 0.247
H 0.547 -0.777 -5.396 0.248
Br -1.246 -3.820 -1.928 0.080
C -0.485 -4.938 -0.610 -0.116
C -1.006 -6.214 -0.451 -0.222
C -0.472 -7.066 0.503 -0.188
C 0.587 -6.649 1.295 -0.198
C 1.106 -5.373 1.143 -0.219
C 0.568 -4.518 0.193 -0.195
I 1.386 -2.589 0.052 0.204
H -1.827 -6.532 -1.078 0.236
H -0.890 -8.056 0.626 0.229
H 1.013 -7.315 2.034 0.228
H 1.931 -5.042 1.759 0.230
C -3.572 3.122 -0.992 -0.403
N -2.166 3.416 -0.708 -0.393
C -1.722 4.682 -0.504 0.122
C -0.433 4.954 -0.213 -0.374
C 0.453 3.839 -0.128 0.474
N 0.019 2.613 -0.357 -0.632
C -1.281 2.353 -0.616 0.759
O -1.676 1.191 -0.769 -0.674
N 1.749 3.987 0.175 -0.749
H -4.065 4.032 -1.321 0.214
H -4.069 2.734 -0.105 0.223
H -3.631 2.369 -1.773 0.238
H -2.466 5.463 -0.582 0.230
H -0.094 5.968 -0.066 0.243
H 2.139 4.886 0.391 0.412
H 2.328 3.163 0.238 0.422
```

---

no.,calculated total energy (eV)
1,-136872.476
2,-96260.877
3,-205028.837
4,-123545.330